No. 1
ORCA calculation (wB97M-V/def2-TZVPD) on 2 unconnected molecules or ions with the total composition C3H12NO.

E_tot in eV: -6836.979
Charge: +1
E_LUMO in eV: -3.2

Last column: Löwdin charge in e.
CARTESIAN COORDINATES (ANGSTROEM)
C 2.1106 -0.2193 -0.5287  -0.049
C 0.8774 0.2655 0.2439  -0.346
C 0.2006 1.4189 -0.4535  -0.049
N -0.1403 -0.9150 0.2250  0.212
H 2.7589 -0.8738 0.0415  0.091
H 1.8356 -0.5940 -1.5184  0.096
H 2.6498 0.6880 -0.8184  0.100
H 1.1360 0.4336 1.2834  0.148
H 0.1936 1.2412 -1.5296  0.100
H 0.5493 2.4275 -0.2495  0.101
H -0.8397 1.4866 -0.1134  0.083
H 0.3224 -1.7339 -0.1737  0.160
H -0.4553 -1.0654 1.1745  0.150
H -0.9500 -0.7290 -0.3834  0.143
H -3.4222 0.1949 0.8424  0.055
H -3.7456 -1.3196 1.1312  0.051
O -3.0809 -0.7061 0.8268  -0.046



No. 2
ORCA calculation (wB97M-V/def2-TZVPD) on 2 unconnected molecules or ions with the total composition C3H12NO.

⟨S²⟩: 0.753
E_tot in eV: -6821.369
Charge: +2
Multiplicity: 2
E_LUMO (spin up / spin down) in eV: -7.4 / -15.0

Last column: Löwdin charge in e.
CARTESIAN COORDINATES (ANGSTROEM)
C 0.3769 0.6643 -0.8717  -0.086
C 0.7998 0.4345 0.5717  -0.024
C 2.4033 0.5924 0.8493  0.148
N -0.6132 -0.3860 -1.3504  0.210
H 1.2672 0.7122 -1.5090  0.164
H -0.1354 1.6166 -1.0967  0.173
H 0.4950 1.3528 1.1325  0.222
H 0.3807 -0.4271 1.0699  0.135
H 2.7272 -0.1532 0.0579  0.185
H 2.6249 -0.0094 1.7383  0.125
H 2.7456 1.6148 0.7475  0.124
H -1.3869 -0.4544 -0.6573  0.109
H -0.1462 -1.2813 -1.5017  0.186
H -1.0727 -0.1563 -2.2373  0.191
H -2.4677 -1.2172 1.6755  0.075
H -3.2343 -1.1494 0.3851  0.090
O -2.3567 -0.9967 0.7576  -0.025



No. 3
ORCA calculation (wB97M-V/def2-TZVPD) on 3 unconnected molecules or ions with the total composition C3H12NO2.

E_tot in eV: -8882.687
Charge: +1
E_LUMO in eV: -3.3

Last column: Löwdin charge in e.
CARTESIAN COORDINATES (ANGSTROEM)
C -1.5633 1.0090 1.8610  -0.054
C -0.9967 0.8858 0.4833  -0.117
C -1.4597 1.5254 -0.6087  -0.057
N -0.7470 1.2649 -2.0124  0.156
H -1.9821 1.8478 2.1946  0.034
H -2.1659 0.0500 2.0133  0.129
H -0.7476 0.8851 2.5787  0.091
H -0.1585 0.2296 0.3098  0.087
H -2.3355 2.1478 -0.6796  0.116
H -0.2696 2.1534 -2.3252  0.180
H -0.2057 0.3042 -1.8526  0.166
H -1.6962 1.0494 -2.4657  0.180
H 2.2212 -0.4016 -1.3488  0.063
H 1.7192 -1.5510 -0.5479  0.050
O 1.3902 -0.8262 -1.1090  -0.054
H 3.5798 -3.2268 0.8278  -0.028
H 2.6690 -4.1325 1.5211  0.082
O 2.7486 -3.2141 1.1603  -0.023



Calculated values (eV/A) of largest force on an atom for the records, taken in order: 1.36, 2.20, 5.75.
Calculated values (kcal/mol) of relative energy (zero: lowest compared OMol25 entry of this formula, charge and spin) for the records, taken in order: 10.05, 16.27, 50.43.